A:
DFT (ωB97M-V with the def2-TZVPD basis set) results for the molecule C2H5N3.

## Properties
HOMO	-9.015	eV
orbital gap	9.6	eV
total charge	0

Cartesian coordinates (Å):
H -3.6465 0.3105 0.0354
N -2.7184 0.2384 0.5018
N -1.9653 0.0732 -0.4862
N -0.6198 -0.2161 -0.2353
C 0.5240 0.2446 -0.4368
C 1.6957 -0.3823 0.2082
H 0.6775 1.2171 -0.9490
H 2.6399 -0.7072 -0.3051
H 1.4077 -1.2465 0.7095
H 2.0051 0.4684 0.9575

B:
DFT (ωB97M-V with the def2-TZVPD basis set) results for the molecule C2H5N3.

## Properties
HOMO	-9.084	eV
orbital gap	10.0	eV
total charge	0

Cartesian coordinates (Å):
H 1.4145 -1.4538 -0.0386
N 2.0278 -0.6226 0.0116
C 1.3475 0.4527 0.0312
N -0.0362 0.6189 -0.0542
N -0.9135 -0.4303 0.0002
C -2.1438 -0.1654 0.0004
H 1.8851 1.4322 0.0102
H -0.5631 1.5184 -0.0147
H -2.8451 -0.9778 -0.0188
H -2.6590 0.7956 0.1692

C:
DFT (ωB97M-V with the def2-TZVPD basis set) results for a cluster of 2 separate species, C2H5N3 in total.

## Properties
HOMO	-8.554	eV
orbital gap	9.5	eV
total charge	0

Cartesian coordinates (Å):
C 2.1718 0.0925 0.2587
C -1.7141 -0.2483 0.4575
N 1.4427 -0.0002 -0.7517
N -2.0216 -0.1090 -0.7506
N 0.6121 -0.2033 -1.5151
H 3.2131 -0.1258 0.3372
H 1.7050 0.4209 1.1942
H -1.3834 -1.2032 0.9342
H -1.7265 0.5859 1.1211
H -2.2991 0.7905 -1.2856

D:
DFT (ωB97M-V with the def2-TZVPD basis set) results for the molecule C2H5N3.

## Properties
HOMO	-9.050	eV
orbital gap	9.9	eV
total charge	0

Cartesian coordinates (Å):
H 1.5162 -1.5634 -0.0169
N 2.1891 -0.7848 0.0081
C 1.5643 0.3261 -0.0065
N 0.1877 0.5154 -0.0831
N -0.6570 -0.5374 -0.0850
C -1.8986 -0.2956 0.0198
H 2.1283 1.2686 -0.0312
H -0.1517 1.4652 0.1015
H -2.6099 -1.1186 0.0110
H -2.2684 0.7247 0.0823

How far above the most stable structure does each one sit? In kcal/mol: A 37.9; B 5.3; C 46.7; D 0.0.

A:
DFT (ωB97M-V with the def2-TZVPD basis set) results for a cluster of 2 separate species, C6H12N2 in total.

## Properties
HOMO	-8.590	eV
orbital gap	9.5	eV
total charge	0

Cartesian coordinates (Å):
C 0.4819 -2.3940 2.3175
C 0.7957 -1.3866 1.2645
C 1.7229 -0.3873 1.2005
N 1.6768 0.0990 -0.0835
C 0.7187 -0.5886 -0.7523
N 0.1724 -1.4927 0.0167
H -0.4607 -2.8808 2.0836
H 0.4411 -1.8316 3.2485
H 1.1981 -3.2155 2.3354
H 2.4268 0.0115 1.9080
H 2.3235 0.8071 -0.3793
H 0.3414 -0.4247 -1.7464
C -1.8662 1.9402 -1.5588
C -2.7290 3.1612 -1.9153
H -0.8424 2.0643 -1.8874
H -2.0178 1.6807 -0.5042
H -2.3024 1.0562 -2.0126
H -3.7972 2.9884 -1.8139
H -2.5322 3.3834 -2.9651
H -2.4022 4.0164 -1.3256

B:
DFT (ωB97M-V with the def2-TZVPD basis set) results for a structure of composition C6H12N2.

## Properties
HOMO	-8.319	eV
orbital gap	8.9	eV
total charge	0

Cartesian coordinates (Å):
C -1.3528 -1.6076 -0.0905
C 0.1627 -1.1100 -0.0781
C 2.0467 -0.1460 -0.2733
C 1.2728 1.1317 -0.0219
C -0.0068 1.6234 -0.1508
C -1.4136 1.0149 0.1923
H -1.8348 -1.9261 0.8266
H -1.5486 -2.1891 -0.8768
H 0.0523 -0.1809 0.6335
H 0.2340 -0.6994 -1.1363
H 1.6533 -1.2812 1.4810
H 2.2886 -0.2799 -1.3999
H 3.0475 0.2608 0.1434
H 2.1725 1.8634 0.1824
H 0.1593 2.6493 -0.0670
H -2.0767 1.8395 -0.2269
H -1.5661 1.1736 1.2632
H -2.9811 -0.3047 -0.3638
N 1.5754 -1.6097 0.1933
N -1.8845 -0.2219 -0.2305

C:
DFT (ωB97M-V with the def2-TZVPD basis set) results for a structure of composition C6H12N2.

## Properties
HOMO	-7.967	eV
orbital gap	8.9	eV
total charge	0

Cartesian coordinates (Å):
C -2.2944 -0.2267 -0.4662
C -1.0581 1.3187 1.0305
C 2.6599 0.7162 -1.2194
N -1.0907 0.0625 0.2985
C 0.0224 -1.0998 0.5666
C 0.7234 -0.2865 -0.4219
C 0.2665 -2.1034 1.3725
N 1.9699 0.0438 -0.1349
H 0.3645 -0.2778 -1.4677
H -2.0392 -0.7291 -1.4038
H -2.9655 -0.8811 0.0986
H -2.8619 0.6707 -0.7421
H -0.0631 1.7677 0.9800
H -1.7464 2.0678 0.6215
H -1.3260 1.1750 2.0819
H 3.1846 1.6233 -0.8833
H 2.0588 1.0775 -2.0683
H 3.4447 0.1029 -1.6733
H 1.2647 -2.5316 1.4123
H -0.5140 -2.4901 2.0185

How far above the most stable structure does each one sit? In kcal/mol: A 0.0; B 170.8; C 87.6.

A:
DFT (ωB97M-V with the def2-TZVPD basis set) results for a cluster of 2 separate species, C4H12N2O in total.

## Properties
HOMO	-8.429	eV
orbital gap	9.3	eV
total charge	0

Cartesian coordinates (Å):
C 0.8689 -1.9546 -0.0426
C 0.7833 -0.8598 0.7262
N 1.0194 -0.9474 2.0960
C 0.6305 0.5033 0.1216
C -0.7183 1.1221 0.4389
N -1.7776 0.4893 -0.3466
H 1.0666 -2.8796 0.4920
H 0.7732 -1.9686 -1.1166
H 0.5087 -1.6279 2.6299
H 1.3092 -0.1663 2.6539
H 1.4241 1.1552 0.5060
H 0.8342 0.5008 -0.9472
H -0.9202 1.1237 1.5135
H -0.6753 2.1959 0.2124
H -1.6007 -0.5178 -0.3481
H -2.6844 0.6390 0.0712
O -0.1618 1.2045 -3.1843
H -0.1362 1.6606 -2.3442
H -0.5433 0.3275 -3.1321

B:
DFT (ωB97M-V with the def2-TZVPD basis set) results for a cluster of 2 separate species, C4H12N2O in total.

## Properties
HOMO	-8.255	eV
orbital gap	9.4	eV
total charge	0

Cartesian coordinates (Å):
C 0.8442 -0.9632 -1.6687
C -0.6640 -1.5189 -1.3335
C -0.8575 -1.1450 0.1833
N -0.7474 0.4311 0.3360
C -0.8632 0.8330 1.5492
N 0.0781 1.5500 2.2214
H 1.4332 -1.7845 -2.0213
H 1.5514 -0.8326 -0.8999
H 0.7945 -0.2623 -2.4300
H -0.8280 -2.6189 -1.4537
H -1.5692 -1.2155 -1.9565
H -1.7523 -1.3673 0.6745
H -0.0173 -1.7096 0.7517
H -1.5737 0.5503 2.3440
H 0.2482 1.5289 3.2022
H 0.6364 2.0705 1.4655
O 1.4178 2.1572 -0.1519
H 1.0400 2.9032 -0.5980
H 0.8287 1.3936 -0.2144

C:
DFT (ωB97M-V with the def2-TZVPD basis set) results for the molecule C4H12N2O.

## Properties
HOMO	-8.715	eV
orbital gap	9.7	eV
total charge	0

Cartesian coordinates (Å):
N 0.9066 0.5447 2.4294
C 0.0655 -0.6187 2.2368
C -0.0903 -1.0825 0.6794
C 0.0758 -0.0269 -0.4509
N -0.6838 1.2444 -0.1317
C -0.1112 -0.5615 -1.8716
O -0.2555 0.3653 -2.9767
H 1.8209 0.2826 2.1848
H 0.8977 0.9202 3.3740
H -0.8749 -0.5673 2.7628
H 0.5723 -1.4339 2.7604
H -1.0099 -1.5414 0.3642
H 0.5278 -1.9380 0.4325
H 1.0989 0.2651 -0.4611
H -0.1570 2.0461 0.1815
H -1.4380 1.4161 -0.8120
H 0.6404 -1.3966 -1.8977
H -1.0934 -1.0428 -1.9558
H -0.1396 1.2805 -2.7653

How far above the most stable structure does each one sit? In kcal/mol: A 0.0; B 45.7; C 22.4.

A:
DFT (ωB97M-V with the def2-TZVPD basis set) results for the molecule C4H12N2O.

## Properties
HOMO	-8.275	eV
orbital gap	9.2	eV
total charge	0

Cartesian coordinates (Å):
C -1.1675 1.2264 -1.0389
C -0.3642 0.2332 -0.1914
C -0.9649 0.0920 1.2310
N -2.3819 -0.3328 1.2559
N 1.0442 0.6054 -0.1190
C 2.0283 -0.4585 0.0086
O 1.9012 -1.3939 -1.0135
H -1.6478 1.9555 -0.3816
H -0.5301 1.7629 -1.7359
H -1.9443 0.7140 -1.5942
H -0.3711 -0.7565 -0.6371
H -0.3996 -0.7073 1.7151
H -0.8798 1.0489 1.7064
H -2.9571 0.4881 1.1106
H -2.5578 -0.9704 0.4878
H 1.2528 1.4623 0.3659
H 1.9648 -0.9344 0.9916
H 2.9995 0.0277 -0.0477
H 2.4394 -1.1565 -1.7725

B:
DFT (ωB97M-V with the def2-TZVPD basis set) results for the molecule C4H12N2O.

## Properties
HOMO	-8.417	eV
orbital gap	9.3	eV
total charge	0

Cartesian coordinates (Å):
N 2.7178 0.4357 -0.0944
C 2.0976 -0.1833 1.0999
N 0.7407 -0.5736 0.8471
C -0.3138 0.4840 0.5797
C -1.5778 -0.2731 0.3689
C -1.8936 -0.6705 -1.1032
O -2.1858 0.7463 -1.6222
H 2.8221 -0.2395 -0.7590
H 2.4207 1.3395 -0.3756
H 2.6280 -1.1031 1.4714
H 2.1347 0.5435 2.0014
H 0.6717 -1.2280 0.1114
H -0.3251 1.2545 1.3933
H -0.3186 1.2263 -0.2278
H -1.8631 -1.1852 1.0294
H -2.4342 0.5393 0.6632
H -0.8607 -1.0673 -1.6472
H -2.7518 -1.2155 -1.4103
H -1.7089 1.1701 -2.3262

C:
DFT (ωB97M-V with the def2-TZVPD basis set) results for a structure of composition C4H12N2O.

## Properties
HOMO	-8.130	eV
orbital gap	9.1	eV
total charge	0

Cartesian coordinates (Å):
C 2.2830 -1.6495 -0.5022
C 1.0325 -1.3424 0.1735
N 1.6836 1.3561 -0.3469
O 0.6592 0.4391 -0.7727
N 0.1492 -1.5228 0.9354
H 1.8092 1.9786 -1.1425
H 1.2789 1.9361 0.3919
H -0.5886 -0.5149 0.9423
H 2.7528 -2.5123 -0.0268
H 2.9287 -0.7722 -0.4391
H 2.0837 -1.8595 -1.5529
C -2.6158 0.3470 -0.1243
C -1.4510 0.6719 0.8120
H -3.5342 0.8705 0.1529
H -2.8333 -0.7243 -0.1174
H -2.3720 0.6226 -1.1530
H -1.2489 1.7505 0.8431
H -1.6893 0.4148 1.8506
H -0.3276 0.5106 0.0760

D:
DFT (ωB97M-V with the def2-TZVPD basis set) results for a cluster of 2 separate species, C4H12N2O in total.

## Properties
HOMO	-9.228	eV
orbital gap	9.9	eV
total charge	0

Cartesian coordinates (Å):
C 1.5345 1.8313 0.0853
N 1.0226 0.5726 -0.4218
C 1.7582 -0.5666 -0.2521
C 0.7881 -1.7798 -0.2862
O 2.8549 -0.4737 0.1962
H 2.5098 2.1807 -0.4780
H 0.8656 2.5814 -0.4042
H 1.5707 2.0033 1.1939
H 0.0962 0.4274 -0.5331
H -0.3313 -1.7420 -0.5329
H 0.8143 -2.3131 0.7405
H 1.2108 -2.6888 -0.8200
C -1.8522 -0.2123 0.7275
N -1.9465 0.3458 -0.6862
H -1.3086 0.5083 1.4118
H -2.9320 -0.4785 1.1498
H -1.3648 -1.2983 0.7960
H -2.6778 -0.0961 -1.4655
H -2.6125 1.1985 -0.4209

How far above the most stable structure does each one sit? In kcal/mol: A 0.0; B 45.0; C 105.6; D 37.8.

A:
DFT (ωB97M-V with the def2-TZVPD basis set) results for a structure of composition C4H12N2O.

## Properties
HOMO	-9.059	eV
orbital gap	10.0	eV
total charge	0

Cartesian coordinates (Å):
C 0.7275 0.2245 1.6916
O 0.1912 1.2774 2.5309
C -0.0440 0.1705 0.3396
C 0.1634 -1.1109 -0.4419
C -0.1607 -0.9869 -1.9304
N 0.6300 0.0381 -2.5784
N -1.4723 0.4210 0.4903
H 0.8010 -0.7918 2.1330
H 1.7780 0.4430 1.4558
H -0.3772 0.4070 2.4809
H 0.3184 1.0534 -0.1889
H -0.5426 -1.8373 -0.0190
H 1.1557 -1.5504 -0.3122
H -1.2171 -0.8159 -2.1169
H 0.0622 -1.9949 -2.3167
H 1.6181 -0.1648 -2.5967
H 0.2974 0.3339 -3.4850
H -1.9647 -0.2729 1.0310
H -1.7176 1.3507 0.8049

B:
DFT (ωB97M-V with the def2-TZVPD basis set) results for a cluster of 2 separate species, C4H12N2O in total.

## Properties
HOMO	-8.156	eV
orbital gap	5.7	eV
total charge	0

Cartesian coordinates (Å):
C -0.9347 -0.4742 0.9023
N -1.8094 0.5982 1.1528
C -0.3405 -0.3518 -0.5163
C -1.4796 -0.0826 -1.5213
N 0.6329 0.7203 -0.6323
C 1.7984 0.7421 0.2275
O 2.7634 -0.2318 -0.1631
H -1.2195 -1.4848 1.1427
H 1.0081 -1.5643 1.3674
H -0.4151 0.2320 1.6768
H -1.9366 0.7348 2.1644
H 0.0720 -1.3134 -0.8519
H -2.0329 0.7647 -1.1224
H -1.0899 0.2225 -2.4897
H -2.1085 -0.9582 -1.6663
H 0.8901 0.9854 -1.5711
H 1.3668 0.6601 1.2216
H 2.2821 1.7202 0.1974
H 2.5531 -0.9192 0.4815

C:
DFT (ωB97M-V with the def2-TZVPD basis set) results for the molecule C4H12N2O.

## Properties
HOMO	-9.026	eV
orbital gap	10.1	eV
total charge	0

Cartesian coordinates (Å):
N -1.5442 -1.3471 -1.2800
C -1.9674 -0.0782 -0.6926
C -1.3612 0.1702 0.7074
C -0.0261 0.8683 0.6659
N 1.0447 -0.1198 0.5268
C 2.3431 0.4525 0.3652
O 3.2768 -0.5552 0.0563
H -2.2963 -1.8980 -1.6547
H -0.7861 -1.2609 -1.9360
H -3.0528 -0.0648 -0.6144
H -1.6705 0.7286 -1.3679
H -1.1908 -0.8266 1.1021
H -2.1083 0.6788 1.3177
H 0.0204 1.6009 -0.1443
H 0.1485 1.4205 1.5937
H 0.8290 -0.7228 -0.2639
H 2.4234 1.1715 -0.4588
H 2.6406 0.9650 1.2871
H 3.2774 -1.1828 0.7903

How far above the most stable structure does each one sit? In kcal/mol: A 35.7; B 168.9; C 0.0.